73
Properties=species:S:1:pos:R:3 method="wB97M-V/def2-TZVPD" max_force_ha_per_bohr=0.023 energy_ev=-87938.930 charge=+1 orbital_gap_ha=0.189 homo_energy_ev=-10.47
C 2.747 3.557 -2.227
C 2.346 2.945 -3.563
C 2.506 3.973 -4.686
C 0.885 2.474 -3.606
N 0.407 1.922 -2.280
C -0.328 2.888 -1.408
C -1.772 3.124 -1.827
C -2.591 1.835 -2.021
C -2.916 1.042 -0.720
C -2.583 1.718 0.584
O -3.069 2.683 1.031
Cl -1.297 0.863 1.479
C -3.887 2.167 -2.810
I -5.095 3.574 -1.749
C -4.657 0.882 -3.254
C -6.037 0.635 -2.671
I -4.828 0.859 -5.389
N -1.788 0.877 -2.838
F -1.734 1.331 -4.162
C -0.414 0.850 -2.445
N 0.049 -0.344 -2.226
S 1.668 -0.616 -1.609
O 1.857 0.129 -0.423
O 2.557 -0.551 -2.711
C 1.421 -2.411 -1.118
F 2.180 -2.612 -0.084
F 0.140 -2.557 -0.782
F 1.717 -3.209 -2.102
H 2.205 4.482 -2.036
H 2.614 2.861 -1.402
H 3.807 3.800 -2.263
H 2.975 2.077 -3.754
H 1.941 4.865 -4.415
H 2.057 3.602 -5.608
H 3.547 4.223 -4.854
H 0.222 3.275 -3.930
H 0.806 1.679 -4.345
H 0.206 3.831 -1.407
H -0.268 2.500 -0.394
H -1.768 3.652 -2.782
H -2.230 3.801 -1.115
H -2.339 0.120 -0.725
H -3.958 0.734 -0.717
H -3.598 2.711 -3.699
H -4.040 0.034 -2.971
H -6.765 1.366 -3.007
H -6.007 0.593 -1.583
H -6.383 -0.337 -3.018
H -0.551 -1.149 -2.396
C 2.692 -2.950 7.358
O 2.779 -2.118 6.216
C 3.699 -2.566 5.231
C 2.972 -2.978 3.970
N 2.198 -4.193 4.181
C 1.307 -4.542 3.083
C 0.156 -3.592 2.771
O -0.831 -3.518 3.774
C -0.590 -2.581 4.810
H 2.049 -2.446 8.076
H 2.259 -3.928 7.124
H 3.675 -3.099 7.815
H 4.311 -3.388 5.612
H 4.364 -1.731 4.995
H 3.707 -3.160 3.179
H 2.347 -2.127 3.661
H 1.650 -4.091 5.025
H 0.873 -5.519 3.310
H 1.910 -4.669 2.177
H -0.355 -3.982 1.883
H 0.512 -2.584 2.512
H -0.031 -1.714 4.448
H -0.050 -3.028 5.649
H -1.559 -2.245 5.179

105
Properties=species:S:1:pos:R:3 method="wB97M-V/def2-TZVPD" max_force_ha_per_bohr=0.062 energy_ev=-63325.271 charge=+1 orbital_gap_ha=0.302 homo_energy_ev=-10.70
C -1.962 -0.931 4.157
C -0.502 -1.330 4.359
C 0.199 -1.876 3.106
C -0.635 -2.850 2.257
C -1.414 -3.911 3.053
N -1.108 -5.336 2.693
C -1.575 -5.592 1.298
C -1.754 -6.347 3.595
C -3.198 -6.028 4.000
C -3.990 -7.271 4.393
C -5.252 -6.834 5.173
C -6.218 -5.954 4.385
O -6.949 -5.141 5.318
C -6.382 -3.853 5.388
C 0.377 -5.646 2.687
C 1.110 -5.185 3.956
C 2.102 -6.255 4.429
O 3.136 -6.348 3.437
C 4.279 -5.686 3.803
C 5.318 -6.491 4.559
O 4.470 -4.570 3.537
H -2.126 -0.334 3.262
H -2.280 -0.390 5.043
H -2.622 -1.798 4.105
H 0.084 -0.522 4.781
H -0.469 -2.122 5.115
H 1.176 -2.260 3.393
H 0.401 -1.016 2.465
H -1.355 -2.244 1.716
H 0.021 -3.269 1.497
H -2.466 -3.715 2.894
H -1.271 -3.822 4.124
H -1.388 -6.620 1.011
H -2.634 -5.388 1.197
H -1.049 -4.965 0.587
H -1.784 -7.279 3.038
H -1.176 -6.552 4.493
H -3.685 -5.561 3.146
H -3.194 -5.305 4.813
H -3.396 -7.828 5.118
H -4.238 -7.900 3.542
H -5.807 -7.688 5.555
H -4.889 -6.298 6.048
H -6.916 -6.532 3.785
H -5.719 -5.268 3.699
H -6.713 -3.343 6.289
H -5.289 -3.887 5.434
H -6.702 -3.239 4.542
H 0.443 -6.731 2.667
H 0.842 -5.252 1.796
H 0.424 -5.017 4.784
H 1.709 -4.315 3.712
H 2.552 -5.896 5.353
H 1.588 -7.202 4.577
H 5.226 -7.550 4.339
H 6.306 -6.120 4.331
H 5.107 -6.337 5.618
C 3.301 -0.881 -3.315
C 2.941 -1.241 -2.021
C 2.104 -0.424 -1.280
C 1.631 0.764 -1.824
C 2.011 1.135 -3.115
C 2.838 0.304 -3.861
C 1.554 2.428 -3.701
O 1.883 2.748 -4.824
C 0.697 3.316 -2.872
C 0.306 4.548 -3.377
C -0.501 5.383 -2.622
C -0.930 4.984 -1.361
C -0.541 3.757 -0.849
C 0.280 2.922 -1.597
C 0.718 1.624 -1.022
O 0.344 1.272 0.081
H 3.949 -1.524 -3.896
H 3.315 -2.162 -1.591
H 1.821 -0.705 -0.274
H 3.121 0.588 -4.865
H 0.634 4.861 -4.359
H -0.797 6.347 -3.017
H -1.566 5.635 -0.775
H -0.872 3.449 0.134
C 3.932 6.414 -7.698
C 3.578 6.052 -6.402
C 2.741 6.867 -5.660
C 2.259 8.050 -6.204
C 2.632 8.424 -7.496
C 3.461 7.597 -8.244
C 2.165 9.712 -8.080
O 2.485 10.036 -9.205
C 1.303 10.595 -7.247
C 0.902 11.826 -7.751
C 0.089 12.652 -6.993
C -0.335 12.248 -5.731
C 0.066 11.025 -5.222
C 0.892 10.198 -5.972
C 1.343 8.901 -5.398
O 0.974 8.546 -4.295
H 4.580 5.772 -8.281
H 3.955 5.133 -5.972
H 2.462 6.583 -4.653
H 3.740 7.881 -9.249
H 1.228 12.138 -8.734
H -0.219 13.612 -7.386
H -0.976 12.893 -5.143
H -0.260 10.713 -4.238